Computed, not measured: a 3-piece molecular cluster, C2H7NO overall, with ωB97M-V/def2-TZVPD.

Last column: Mulliken charge in e.
Element x y z (Å)
C (-0.40942, 0.22008, 0.20204)  -0.23
O (3.67722, -0.17611, -0.34510)  -0.75
C (0.94039, 0.19972, 0.16161)  -0.30
N (-3.01231, -0.01338, 0.06064)  -0.57
H (-1.08134, -0.11752, -0.72069)  0.24
H (-1.09359, 0.56842, 0.98394)  0.37
H (4.57517, -0.32010, -0.08266)  0.22
H (1.62280, 0.79607, -0.50382)  0.32
H (1.58363, -0.42468, 0.82559)  0.28
H (-3.75586, 0.23695, -0.52321)  0.18
H (-3.04670, -0.96945, -0.05834)  0.22

The total energy comes out at -5713.82638 eV. As for the LUMO energy: -4.45 eV. The value obtained for the HOMO energy is -7.8 eV. The energy above the lowest of the compared OMol25 structures with the same formula, charge and spin is 11.415 eV.

Computed, not measured: an isolated molecule of C5H8N2O, with ωB97M-V/def2-TZVPD.

Last column: Mulliken charge in e.
Element x y z (Å)
C (0.12779, -0.71437, -0.04694)  0.04
C (-0.81895, -0.57127, 1.13550)  -0.71
C (-1.62567, 0.34238, 0.10543)  -0.29
C (-1.13282, -0.76782, -1.02539)  -0.74
C (0.61876, 0.77847, -0.15435)  0.43
H (2.03615, -1.72167, -0.69670)  0.23
H (1.82360, -1.00386, 1.00615)  0.32
H (-1.22892, -1.55604, 1.35286)  0.35
H (-0.07869, -0.06974, 1.74924)  0.44
H (-2.63624, 0.58992, -0.06325)  0.50
H (-1.91891, -1.54280, -0.98606)  0.30
H (-0.98677, -0.42142, -2.03278)  0.36
H (-0.70494, 2.64132, -0.06812)  0.31
N (1.37540, -1.50154, 0.02954)  -0.58
N (-0.52517, 1.47577, 0.10545)  -0.32
O (1.84105, 1.10754, -0.16146)  -0.64

Its SMILES is N[C@]12C[C@H](C1)NC2=O. The total energy comes out at -10338.42006 eV. As for the LUMO energy: 0.84 eV. The value obtained for the HOMO energy is -8.8 eV. The energy above the lowest of the compared OMol25 structures with the same formula, charge and spin is 4.306 eV.

Computed, not measured: a 2-piece molecular cluster, C5H16N2O3 overall, with ωB97M-V/def2-TZVPD.

Last column: Mulliken charge in e.
Element x y z (Å)
C (-1.14095, 0.90356, -0.02503)  0.47
C (-1.73457, -0.47431, -0.40661)  0.41
C (-2.12077, -1.25987, 0.84571)  -1.43
N (-2.18927, 1.80315, 0.36363)  -0.59
N (-0.78734, -1.15272, -1.29622)  -0.59
O (-0.33257, 1.40360, -1.10672)  -0.70
H (-0.43205, 0.73233, -1.81330)  0.44
H (-0.47971, 0.78637, 0.83846)  -0.42
H (-2.63545, -0.27973, -1.00102)  0.42
H (-2.79787, 2.00639, -0.42264)  0.27
H (-1.80959, 2.68071, 0.69762)  0.26
H (0.03609, -1.47388, -0.78638)  0.18
H (-1.21416, -1.95662, -1.73949)  0.23
H (-2.63610, -2.18303, 0.57636)  0.38
H (-1.22492, -1.52592, 1.41093)  0.28
H (-2.77381, -0.66394, 1.48318)  0.38
C (2.81092, -0.41172, 0.09351)  0.41
C (2.48145, 0.30315, 1.37490)  -1.09
O (2.10712, -1.43274, -0.31188)  -0.80
O (2.31434, 0.58911, -1.27532)  -0.61
H (1.94390, -0.46025, -1.42626)  0.48
H (1.49370, 1.08623, -1.04752)  0.49
H (3.88788, -0.42099, -0.12577)  0.29
H (1.40582, 0.34625, 1.53334)  0.17
H (2.89366, 1.31242, 1.37212)  0.31
H (2.93425, -0.25757, 2.19438)  0.36

The total energy comes out at -14565.93039 eV. As for the LUMO energy: 0.92 eV. The value obtained for the HOMO energy is -9.4 eV. The energy above the lowest of the compared OMol25 structures with the same formula, charge and spin is 2.467 eV.

Computed, not measured: C30H26LiN2O3P2 as an isolated structure, with ωB97M-V/def2-TZVPD.

Last column: Mulliken charge in e.
Element x y z (Å)
Li (-0.54375, -1.05924, 0.40193)  1.25
C (-1.68926, -3.18227, -1.96840)  -1.21
P (-0.32015, -3.95115, -0.99321)  -0.53
C (1.06382, -2.78150, -1.20121)  1.24
C (2.09341, -2.68278, -0.27156)  -0.34
C (3.23415, -1.95876, -0.55648)  -0.67
C (3.38553, -1.35226, -1.78908)  -0.36
C (2.36534, -1.44202, -2.72042)  -0.68
C (1.21731, -2.14922, -2.43128)  -0.41
C (-0.80696, -3.69367, 0.74982)  0.46
C (-2.03004, -3.14597, 1.12120)  0.03
C (-2.39925, -3.10435, 2.45366)  -0.69
C (-1.54947, -3.58416, 3.43397)  -0.45
C (-0.33256, -4.13856, 3.07435)  -0.80
C (0.01699, -4.23029, 1.74118)  -0.18
C (-1.99639, -1.71336, -1.95828)  0.41
C (-2.99796, -1.16069, -2.73680)  -1.42
C (-2.96990, 0.21808, -2.48584)  -1.29
C (-1.94976, 0.42162, -1.57454)  -0.13
C (-1.55083, 1.74454, -1.00444)  -1.16
P (-0.51238, 1.63108, 0.52641)  0.13
C (-0.79524, 3.39733, 0.97810)  0.18
C (-1.67167, 3.65008, 2.02669)  -0.38
C (-2.02355, 4.94730, 2.35360)  -0.55
C (-1.49856, 6.00876, 1.63475)  -0.45
C (-0.61615, 5.76438, 0.59534)  -0.66
C (-0.26094, 4.46846, 0.27020)  -0.38
C (1.18328, 1.82560, -0.11347)  0.48
C (2.16571, 2.22039, 0.79292)  -0.26
C (3.49141, 2.27597, 0.41300)  -0.82
C (3.85056, 1.97385, -0.89098)  -0.33
C (2.87570, 1.60818, -1.80313)  -0.92
C (1.55259, 1.50323, -1.41089)  -0.02
N (-1.35285, -0.75379, -1.24790)  0.59
H (-2.58751, -3.75064, -1.67868)  0.59
H (-1.48173, -3.49006, -3.00795)  0.59
H (2.01742, -3.16172, 0.69025)  0.01
H (4.01336, -1.87911, 0.18781)  0.36
H (4.29583, -0.81689, -2.02068)  0.44
H (2.46543, -0.96048, -3.68320)  0.39
H (0.42944, -2.20835, -3.16410)  0.20
H (-2.69487, -2.73820, 0.37643)  0.15
H (-3.34787, -2.66650, 2.72855)  0.38
H (-1.83213, -3.52978, 4.47593)  0.35
H (0.34269, -4.50885, 3.83397)  0.37
H (0.92990, -4.74310, 1.45996)  0.53
H (-3.66143, -1.69111, -3.40178)  0.50
H (-3.62037, 0.96724, -2.90878)  0.52
H (-2.46104, 2.27944, -0.69841)  0.66
H (-1.04362, 2.37943, -1.74462)  0.46
H (-2.07900, 2.81033, 2.57574)  0.36
H (-2.70974, 5.13002, 3.16847)  0.38
H (-1.77743, 7.02515, 1.88084)  0.36
H (-0.20674, 6.58936, 0.02833)  0.38
H (0.42766, 4.28143, -0.54272)  0.33
H (1.88230, 2.46982, 1.80704)  0.39
H (4.24811, 2.54778, 1.13810)  0.37
H (4.88871, 2.01993, -1.19403)  0.39
H (3.15155, 1.39551, -2.82736)  0.44
H (0.80502, 1.15684, -2.10692)  0.20
O (-0.96330, -0.73233, 2.18998)  -0.53
N (0.24616, -0.61459, 2.31290)  0.87
O (0.73649, -0.45077, 3.39919)  -0.82
O (0.95854, -0.68460, 1.31655)  -0.33

The total energy comes out at -59437.46058 eV. As for the LUMO energy: 2.72 eV. Its charge is -1. The value obtained for the HOMO energy is -4.0 eV. The energy above the lowest of the compared OMol25 structures with the same formula, charge and spin is 0.529 eV.

Computed, not measured: an isolated molecule of C4H5NO, with ωB97M-V/def2-TZVPD.

Last column: Mulliken charge in e.
Element x y z (Å)
N (-0.84134, 1.54816, 2.76731)  -0.39
C (-0.63435, 1.20921, 1.68085)  0.15
C (-0.34093, 0.80554, 0.30818)  -0.46
C (0.05264, -0.64370, 0.09565)  0.09
C (0.37888, -0.98019, -1.28352)  -0.42
O (1.41021, -0.60433, -0.39402)  -0.43
H (0.65465, 1.14537, -0.00471)  0.25
H (-1.10471, 1.19424, -0.37686)  0.31
H (-0.13532, -1.39804, 0.85579)  0.42
H (0.47171, -2.01200, -1.59082)  0.26
H (0.08855, -0.26427, -2.05785)  0.22

Its SMILES is N#CC[C@H]1CO1. The total energy comes out at -7764.48001 eV. As for the LUMO energy: 0.83 eV. The value obtained for the HOMO energy is -10.9 eV. The energy above the lowest of the compared OMol25 structures with the same formula, charge and spin is 2.046 eV.

Computed, not measured: C32H32N8O2S2Tc as an isolated structure, with ωB97M-V/def2-TZVPD.

Last column: Mulliken charge in e.
Element x y z (Å)
Tc (-0.06541, 0.19208, 0.36858)  0.39
N (-2.45504, 0.48281, 2.67166)  0.06
C (-1.76947, 1.65534, 2.45728)  0.56
C (-2.20736, 2.80205, 3.13534)  -0.83
C (-1.48155, 3.96558, 3.04882)  -0.54
C (-0.30977, 3.97294, 2.27910)  -0.82
C (0.02794, 2.83623, 1.60278)  -0.74
N (-0.69359, 1.68194, 1.65484)  0.86
C (-2.18007, -0.81730, 2.31759)  0.59
C (-2.82505, -1.82494, 3.05079)  -0.76
C (-2.56811, -3.14520, 2.78158)  -0.85
C (-1.69376, -3.46055, 1.73374)  -0.99
C (-1.12194, -2.43659, 1.03591)  0.30
N (-1.33152, -1.12547, 1.31922)  0.69
H (-3.19736, 0.56969, 3.34985)  0.26
H (-3.11184, 2.75343, 3.72846)  0.54
H (-1.80174, 4.85169, 3.58116)  0.49
H (0.31262, 4.85477, 2.21778)  0.54
H (0.92223, 2.81010, 0.98586)  0.74
H (-3.50832, -1.54022, 3.84065)  0.54
H (-3.02437, -3.92612, 3.37592)  0.53
H (-1.46572, -4.48759, 1.48622)  0.64
H (-0.45696, -2.61620, 0.20407)  -0.13
O (1.38961, -0.36336, 1.67266)  0.29
S (2.23461, -0.33949, 2.97042)  -0.02
C (3.85922, 0.30008, 2.41151)  -0.88
C (4.49861, -0.43577, 1.24369)  -1.03
C (3.82195, -0.15551, -0.12030)  0.30
C (3.47230, -1.45279, -0.84695)  -0.58
S (2.09655, -1.20661, -2.01689)  0.01
O (0.84791, -1.07190, -1.11903)  0.22
C (2.05947, -2.87209, -2.67760)  0.79
C (2.96470, -3.14117, -3.69670)  -0.71
C (3.00780, -4.41711, -4.23968)  -0.66
C (2.13098, -5.39390, -3.78443)  -0.61
C (1.22464, -5.10684, -2.77075)  -0.92
C (1.18145, -3.83531, -2.21368)  0.13
C (2.64409, -2.05082, 3.29207)  0.88
C (3.29404, -2.30555, 4.49225)  -0.67
C (3.66065, -3.61017, 4.78770)  -0.72
C (3.36780, -4.63304, 3.89456)  -0.64
C (2.69333, -4.36146, 2.70999)  -0.98
C (2.31408, -3.06268, 2.40494)  0.42
H (4.47613, 0.24893, 3.31192)  0.67
H (3.68174, 1.35366, 2.18416)  0.45
H (4.51015, -1.50853, 1.44620)  0.46
H (5.54170, -0.12105, 1.20895)  0.52
H (4.47468, 0.45104, -0.74762)  0.62
H (2.91114, 0.42480, 0.03978)  -0.54
H (3.12790, -2.23075, -0.16456)  -0.03
H (4.31154, -1.83859, -1.42740)  0.67
H (3.62770, -2.36885, -4.07220)  0.51
H (3.71860, -4.63426, -5.02520)  0.46
H (2.14399, -6.37958, -4.23032)  0.45
H (0.55766, -5.87792, -2.40548)  0.48
H (0.49458, -3.60533, -1.41124)  0.18
H (3.52285, -1.50711, 5.18996)  0.52
H (4.17130, -3.82594, 5.71620)  0.47
H (3.65652, -5.64895, 4.12827)  0.46
H (2.46563, -5.16631, 2.02326)  0.53
H (1.76553, -2.83322, 1.50011)  -0.04
N (-1.57928, 2.71976, -2.57599)  0.09
C (-1.15924, 2.42333, -1.35580)  -0.47
N (-1.20130, 1.09885, -1.18550)  0.18
C (-1.73045, 0.64630, -2.39046)  0.16
N (-1.93880, 1.62371, -3.23065)  -0.48
C (-2.19968, -0.68879, -2.77816)  0.13
C (-2.54770, -0.89058, -4.14004)  -0.29
N (-3.05856, -2.03818, -4.45134)  -0.47
C (-3.30618, -3.01715, -3.63077)  -0.40
C (-2.97822, -2.78404, -2.28281)  -0.19
N (-2.43637, -1.64519, -1.90594)  -0.10
H (-1.66730, 3.62904, -3.02081)  0.24
H (-0.85331, 3.15783, -0.62831)  0.75
H (-2.43119, -0.10716, -4.88926)  0.48
H (-3.73294, -3.95036, -3.99404)  0.43
H (-3.18507, -3.54085, -1.53463)  0.45

The total energy comes out at -73547.79113 eV. As for the LUMO energy (spin up / spin down): -14.15 / -14.46 eV. Its charge is +4. The value obtained for the HOMO energy (spin up / spin down) is -18.4 / -18.3 eV. Its spin multiplicity is 4. The energy above the lowest of the compared OMol25 structures with the same formula, charge and spin is 0.449 eV.

Computed, not measured: a 3-piece molecular cluster, C8H28O13P5 overall, with ωB97M-V/def2-TZVPD.

Last column: Mulliken charge in e.
Element x y z (Å)
O (-1.74857, -2.14570, -2.01935)  -0.63
P (-1.18895, -0.85567, -2.42247)  0.73
O (0.29480, -0.61868, -1.88069)  -0.39
O (-1.14678, -0.82012, -4.03521)  -0.51
P (-2.42189, 0.86228, -1.87388)  -0.28
C (-4.07677, 0.38632, -2.53917)  -0.01
C (-4.71462, 1.33749, -3.56669)  -0.20
O (-6.01776, 0.84841, -3.73218)  -0.46
P (-6.47436, -0.40574, -2.58065)  -0.19
O (-5.00306, -0.05130, -1.61211)  -0.40
H (0.87386, -1.33309, -2.17576)  0.31
H (-1.37938, 0.06798, -4.33536)  0.34
H (-2.43831, 0.91475, -0.46992)  0.02
H (-3.84930, -0.49574, -3.17169)  0.28
H (-4.20046, 1.12945, -4.51511)  0.13
H (-4.64806, 2.39778, -3.30210)  0.33
H (-7.67262, -0.72538, -3.33077)  0.01
H (-5.82677, -1.46271, -3.32637)  -0.02
H (-6.86800, -1.42636, -1.60509)  0.01
H (-7.14609, 0.57234, -1.75003)  -0.07
C (4.64100, -0.34896, 0.17787)  -0.59
O (4.23680, -1.72914, 0.15002)  -0.22
P (4.96988, -2.69831, -0.97423)  1.05
O (4.07416, -2.42866, -2.12900)  -0.63
O (4.58071, -4.03264, -0.14871)  -0.35
C (3.19970, -4.30359, 0.10886)  -0.61
O (6.18164, -3.52751, -1.72684)  -0.30
C (7.38946, -3.80445, -0.99158)  -0.63
H (4.04605, 0.15330, 0.93582)  0.05
H (5.69372, -0.26279, 0.45041)  0.32
H (4.46274, 0.12418, -0.78922)  0.35
H (2.55934, -3.87311, -0.65947)  0.32
H (2.91671, -3.91272, 1.08596)  0.23
H (3.07476, -5.38405, 0.11422)  0.23
H (7.17333, -4.40968, -0.10919)  0.28
H (7.88450, -2.87911, -0.69258)  0.27
H (8.05483, -4.35903, -1.64787)  0.24
C (-1.88970, 2.09603, 5.50148)  -0.72
O (-0.83751, 1.96791, 4.52640)  -0.30
P (-1.00257, 2.82010, 3.12500)  0.97
O (-1.82933, 1.97281, 2.25014)  -0.55
O (0.58065, 2.71036, 2.80982)  -0.37
C (1.10153, 1.41326, 2.53588)  -0.58
O (-1.06819, 4.30281, 2.43960)  -0.28
C (-0.55819, 5.42800, 3.17948)  -0.64
H (-1.62205, 1.48506, 6.35938)  0.23
H (-1.99171, 3.13115, 5.82995)  0.29
H (-2.83550, 1.74240, 5.08779)  0.34
H (0.34402, 0.74798, 2.12318)  0.39
H (1.51693, 0.97884, 3.44716)  0.26
H (1.90084, 1.52749, 1.80543)  0.15
H (0.50226, 5.29431, 3.40220)  0.29
H (-1.11555, 5.56933, 4.10697)  0.26
H (-0.68219, 6.31209, 2.56025)  0.24

The total energy comes out at -81812.24992 eV. As for the LUMO energy: 0.32 eV. Its charge is -1. The value obtained for the HOMO energy is -3.7 eV. The energy above the lowest of the compared OMol25 structures with the same formula, charge and spin is 1.643 eV.

Computed, not measured: C15H11MnN2S5 as an isolated structure, with ωB97M-V/def2-TZVPD.

Last column: Mulliken charge in e.
Element x y z (Å)
Mn (-1.39795, 0.20276, 1.00437)  0.11
C (1.69532, -0.62469, 1.01192)  -1.69
N (0.64966, 0.39863, 1.00595)  0.08
C (1.02725, 1.62808, 0.96719)  0.29
C (0.03224, 2.64234, 0.88860)  -0.06
C (0.06253, 4.02998, 0.81357)  -0.82
C (-1.28083, 4.43651, 0.75641)  -0.61
C (-2.04980, 3.27373, 0.78395)  -0.33
N (-1.26405, 2.18547, 0.85239)  -0.08
C (2.34947, -0.80210, -0.34011)  0.99
C (1.57650, -1.04528, -1.47530)  0.03
C (2.18161, -1.20415, -2.71067)  -0.68
C (3.56443, -1.12436, -2.83449)  -0.38
C (4.33794, -0.87851, -1.71236)  -0.51
C (3.72931, -0.71512, -0.47302)  -0.41
H (1.24060, -1.56120, 1.33536)  0.34
H (2.46325, -0.36513, 1.74813)  0.47
H (2.08607, 1.89275, 0.96656)  0.40
H (0.94050, 4.65805, 0.80709)  0.42
H (-1.65384, 5.44699, 0.69900)  0.39
H (-3.12445, 3.17296, 0.75021)  0.40
H (0.50009, -1.11490, -1.37834)  0.16
H (1.56931, -1.39564, -3.58304)  0.38
H (4.03258, -1.24977, -3.80303)  0.36
H (5.41558, -0.81038, -1.79801)  0.36
H (4.33745, -0.51873, 0.40357)  0.30
S (-6.43434, -4.94925, 0.41718)  -0.34
C (-5.28079, -3.76155, 0.53542)  0.13
S (-3.60007, -4.03132, 0.30672)  -0.13
C (-3.04817, -2.40334, 0.58994)  0.30
C (-4.00492, -1.49230, 0.85885)  0.16
S (-3.67155, 0.18635, 1.18802)  -0.41
S (-5.63564, -2.11242, 0.87210)  -0.13
S (-1.34529, -1.99445, 0.54589)  -0.46

The total energy comes out at -104212.61712 eV. As for the LUMO energy (spin up / spin down): 2.64 / 2.64 eV. Its charge is -1. The value obtained for the HOMO energy (spin up / spin down) is -4.0 / -4.1 eV. Its spin multiplicity is 2. The energy above the lowest of the compared OMol25 structures with the same formula, charge and spin is 0.000 eV.